C2H4FN in the gas phase. Source: OMol25; level of theory: the ωB97M-V functional and the def2-TZVPD basis.

Structure (XYZ):
```
8
Properties=species:S:1:pos:R:3:forces:R:3:lowdin_charge:R:1
C 0.359 -0.335 -0.012 6.059 3.427 -0.846 -0.12
C -0.988 0.220 -0.077 0.845 -0.270 0.739 -0.08
N 1.486 0.422 -0.245 -6.588 -0.431 -0.514 0.01
F 2.604 -0.268 -0.067 1.523 -1.514 0.698 -0.09
H 0.664 -1.208 0.494 -0.456 -1.653 0.158 0.09
H -1.028 1.242 0.079 0.536 2.296 0.474 0.06
H -1.493 -0.199 0.729 -1.214 -0.824 1.447 0.06
H -1.605 0.126 -0.902 -0.705 -1.031 -2.156 0.06
```
Positions in Å, forces in eV/Å.

Calculated values
- Energy relative to the best compared isomer or geometry (same formula, charge and spin): 2.694 eV
- Frontier orbital gap: 11.25 eV
- 2S+1: 1
- SMILES: C/C=N/F



A gas-phase ion, C2H4FN4O2S (charge +1). Source: OMol25; level of theory: the ωB97M-V functional and the def2-TZVPD basis.

Structure (XYZ):
```
14
Properties=species:S:1:pos:R:3:forces:R:3:lowdin_charge:R:1
O 1.923 -1.365 0.388 -0.062 0.071 -0.037 -0.21
S 2.286 -0.327 -0.507 0.022 0.033 -0.022 0.64
O 2.738 -0.555 -1.815 0.026 0.111 0.024 -0.16
F 3.300 0.591 0.195 -0.028 -0.087 0.004 -0.08
N 1.009 0.745 -0.512 0.058 -0.118 0.145 0.04
C -0.249 0.440 -0.112 -0.081 -0.014 0.041 -0.34
N -1.275 1.291 -0.230 0.051 -0.113 0.032 0.19
C -2.315 0.635 0.255 0.094 0.024 0.019 -0.06
N -1.975 -0.585 0.665 -0.102 0.176 -0.050 0.13
N -0.642 -0.718 0.431 -0.160 0.012 0.033 0.16
H 1.163 1.688 -0.854 -0.068 -0.063 -0.145 0.17
H -3.323 1.019 0.324 0.064 -0.054 -0.001 0.16
H -2.530 -1.311 1.096 0.074 -0.036 -0.029 0.20
H -0.111 -1.546 0.676 0.110 0.058 -0.014 0.17
```
Positions in Å, forces in eV/Å.

Calculated values
- Total charge: +1
- Frontier orbital gap: 11.32 eV
- 2S+1: 1
- SMILES: O=S(=O)(F)Nc1nc[nH][nH+]1



C2H4FNO in the gas phase. Source: OMol25; level of theory: the ωB97M-V functional and the def2-TZVPD basis.

Structure (XYZ):
```
9
Properties=species:S:1:pos:R:3:forces:R:3:lowdin_charge:R:1
C 0.167 0.282 -0.180 -1.012 0.686 1.508 -0.12
C -1.332 0.195 0.025 1.345 1.436 -1.904 -0.26
H 2.722 -1.100 0.180 -0.747 0.874 -0.470 0.12
H 0.532 1.358 -0.112 0.147 -1.487 -0.676 0.14
H -1.506 0.577 0.992 -0.563 0.202 1.499 0.10
H -1.901 0.844 -0.678 0.508 -0.259 0.206 0.13
N 0.903 -0.747 0.028 -2.971 1.222 -0.846 -0.04
O 2.151 -0.350 -0.123 4.336 -0.725 0.549 -0.07
F -1.734 -1.058 -0.131 -1.042 -1.950 0.135 0.00
```
Positions in Å, forces in eV/Å.

Calculated values
- Energy relative to the best compared isomer or geometry (same formula, charge and spin): 2.941 eV
- Frontier orbital gap: 10.64 eV
- 2S+1: 1
- SMILES: O/N=C/CF



A molecular structure, C2H4FNOS. Source: OMol25; level of theory: the ωB97M-V functional and the def2-TZVPD basis.

Structure (XYZ):
```
10
Properties=species:S:1:pos:R:3:forces:R:3:lowdin_charge:R:1
C -0.812 -0.349 -0.625 -2.205 -1.173 -0.375 -0.14
C 0.700 1.424 -0.256 -1.230 1.059 -1.059 -0.12
N -0.261 0.685 -0.987 0.185 -1.432 0.256 -0.05
O -0.953 -2.947 0.744 -0.229 -0.695 -0.064 -0.51
F 0.906 -1.330 1.311 -1.112 -0.323 0.306 -0.42
S -0.759 -1.644 1.310 1.706 2.318 -2.255 0.94
H -1.583 -0.777 -1.371 1.004 -0.141 1.536 0.10
H 1.662 1.053 -0.281 2.200 -0.721 -1.066 0.07
H 0.556 2.414 -0.591 0.802 1.290 -0.532 0.08
H 0.543 1.470 0.746 -1.120 -0.183 3.252 0.05
```
Positions in Å, forces in eV/Å.

Calculated values
- Energy relative to the best compared isomer or geometry (same formula, charge and spin): 2.654 eV
- Frontier orbital gap: 8.35 eV
- 2S+1: 1



A gas-phase ion, C2H4FO3S (charge -1). Source: OMol25; level of theory: the ωB97M-V functional and the def2-TZVPD basis.

Structure (XYZ):
```
11
Properties=species:S:1:pos:R:3:forces:R:3:lowdin_charge:R:1
C -1.282 -0.167 0.450 0.182 1.022 -1.445 -0.09
C -0.242 0.547 -0.422 1.038 -0.826 -1.941 -0.49
O 1.050 -1.476 -0.799 0.128 -1.297 -0.185 -0.40
O 2.563 0.381 -0.548 0.018 0.888 -0.460 -0.37
O 1.382 -0.406 1.388 -0.004 -0.294 1.258 -0.37
F -0.267 1.871 -0.231 0.085 2.420 0.804 -0.04
S 1.383 -0.283 -0.046 -0.536 0.238 -0.612 0.37
H -1.018 -0.058 1.514 -0.143 0.074 -0.533 0.07
H -0.982 -1.161 0.095 -1.460 -0.451 0.503 0.06
H -2.301 0.294 0.197 1.184 -1.258 0.365 0.09
H -0.285 0.459 -1.597 -0.492 -0.518 2.247 0.15
```
Positions in Å, forces in eV/Å.

Calculated values
- Energy relative to the best compared isomer or geometry (same formula, charge and spin): 0.744 eV
- Total charge: -1
- Frontier orbital gap: 9.15 eV
- 2S+1: 1
- SMILES: C[C@@H](F)S(=O)(=O)[O-]



2 unconnected molecules or ions with the total composition C2H4FPS. Source: OMol25; level of theory: the ωB97M-V functional and the def2-TZVPD basis.

Structure (XYZ):
```
9
Properties=species:S:1:pos:R:3:forces:R:3:lowdin_charge:R:1
C 2.848 -0.855 0.903 -1.220 -2.935 0.423 -0.77
C -1.019 0.412 -0.859 0.610 0.057 1.613 -0.43
F 2.757 0.400 0.879 0.453 1.086 -0.154 0.04
P 2.580 -2.398 1.033 0.738 1.866 -0.276 0.74
S -1.959 -0.189 0.728 0.159 1.512 -1.824 0.52
H -1.436 0.031 -1.793 0.019 -0.218 0.362 0.01
H 0.079 0.035 -0.699 -2.053 1.372 -0.568 0.03
H -1.285 1.529 -0.785 1.498 -1.714 -0.460 0.03
H -2.564 1.034 0.594 -0.205 -1.026 0.885 -0.17
```
Positions in Å, forces in eV/Å.

Calculated values
- Energy relative to the best compared isomer or geometry (same formula, charge and spin): 1.992 eV
- Frontier orbital gap: 9.47 eV
- 2S+1: 1
- SMILES: FC#P.CS



A molecular structure, C2H4FeI3O4S. Source: OMol25; level of theory: the ωB97M-V functional and the def2-TZVPD basis.

Structure (XYZ):
```
15
Properties=species:S:1:pos:R:3:forces:R:3:lowdin_charge:R:1
Fe -3.236 4.646 -2.714 -0.054 0.132 0.139 0.80
I -6.937 3.261 -0.611 0.739 0.290 -0.424 -0.60
I -1.688 2.882 -6.970 -0.229 0.256 0.607 -0.61
I -0.950 8.137 -1.039 -0.451 -0.684 -0.319 -0.60
C 2.162 -2.325 0.899 0.093 0.672 1.230 -0.14
C 1.577 -1.460 2.115 0.628 -0.337 -1.742 -0.12
O 0.172 -1.419 1.814 -0.454 -0.120 0.049 -0.21
S -0.141 -1.443 0.224 -0.812 0.415 -1.190 0.66
O -0.321 -0.105 -0.326 0.691 -2.272 1.373 -0.24
O -1.120 -2.451 -0.105 0.998 1.245 0.968 -0.23
O 1.285 -2.041 -0.183 0.251 0.495 -0.321 -0.21
H 2.228 -3.407 1.009 -0.576 -0.012 0.540 0.12
H 3.188 -2.036 0.671 -0.200 0.494 -0.276 0.12
H 1.955 -0.438 2.099 0.089 0.058 -0.449 0.12
H 1.826 -1.801 3.120 -0.715 -0.633 -0.184 0.13
```
Positions in Å, forces in eV/Å.

Calculated values
- Energy relative to the best compared isomer or geometry (same formula, charge and spin): 8.910 eV
- Total charge: -1
- Frontier orbital gap (alpha / beta): 3.19 / 3.02 eV
- 2S+1: 5



A molecular structure, C2H4GaLiO2. Source: OMol25; level of theory: the ωB97M-V functional and the def2-TZVPD basis.

Structure (XYZ):
```
10
Properties=species:S:1:pos:R:3:forces:R:3:lowdin_charge:R:1
O -0.483 0.736 0.454 -1.178 1.686 -1.366 -0.45
C 0.344 -0.336 0.707 0.468 -2.334 0.923 -0.20
C 0.727 -1.056 -0.548 0.922 -0.024 1.005 -0.05
O 0.400 -0.642 -1.653 -0.751 0.353 -0.658 0.02
H -0.123 -1.082 1.380 0.169 0.246 -0.076 0.18
H 1.295 -0.046 1.197 -0.298 0.105 0.057 0.19
H 1.407 -1.921 -0.460 -0.243 0.125 -0.155 0.20
Ga -0.834 0.907 -1.576 -0.520 -0.415 -0.410 1.08
Li -0.797 2.545 0.523 0.126 1.022 0.909 0.78
H -1.935 0.896 -0.024 1.306 -0.763 -0.230 0.25
```
Positions in Å, forces in eV/Å.

Calculated values
- Energy relative to the best compared isomer or geometry (same formula, charge and spin): 0.000 eV
- Total charge: +2
- Frontier orbital gap (alpha / beta): 8.02 / 8.02 eV
- 2S+1: 1



A molecular structure, C2H4I2O. Source: OMol25; level of theory: the ωB97M-V functional and the def2-TZVPD basis.

Structure (XYZ):
```
9
Properties=species:S:1:pos:R:3:forces:R:3:lowdin_charge:R:1
C 1.314 -0.094 -0.473 -0.356 0.340 -0.006 -0.12
C -1.075 -0.007 0.490 1.098 -0.895 -2.502 -1.15
O -0.055 -0.440 -0.522 -2.615 0.696 2.105 -0.36
I -2.718 -1.378 0.123 0.498 0.499 0.090 0.74
I -1.741 2.071 0.376 0.451 -0.611 -0.156 0.68
H 1.580 0.804 0.027 -0.357 1.184 0.571 0.07
H 1.582 0.022 -1.493 0.396 0.139 -0.992 0.08
H 1.952 -0.829 -0.051 0.205 -1.229 0.555 0.08
H -0.839 -0.150 1.524 0.681 -0.122 0.336 -0.02
```
Positions in Å, forces in eV/Å.

Calculated values
- Energy relative to the best compared isomer or geometry (same formula, charge and spin): 1.099 eV
- Frontier orbital gap: 9.05 eV
- 2S+1: 1



2 unconnected molecules or ions with the total composition C2H4I2O. Source: OMol25; level of theory: the ωB97M-V functional and the def2-TZVPD basis.

Structure (XYZ):
```
9
Properties=species:S:1:pos:R:3:forces:R:3:lowdin_charge:R:1
C 0.489 -0.159 0.598 0.602 -1.364 2.280 -0.16
C 1.548 0.295 -0.315 -0.528 0.558 -0.853 -0.94
O 2.273 -0.289 -1.034 0.269 -0.835 0.089 0.02
I 1.597 2.417 -0.372 0.179 1.103 0.051 0.80
I -3.552 -0.393 -0.042 0.148 -0.217 -0.625 0.37
H -0.397 0.459 0.678 0.285 0.380 -0.034 0.01
H 0.166 -1.180 0.430 0.116 -0.285 -0.498 0.08
H 1.031 -0.238 1.605 -0.913 0.442 -1.033 0.12
H -3.155 -0.912 -1.547 -0.160 0.218 0.622 -0.31
```
Positions in Å, forces in eV/Å.

Calculated values
- Energy relative to the best compared isomer or geometry (same formula, charge and spin): 0.000 eV
- Frontier orbital gap: 9.88 eV
- 2S+1: 1
- SMILES: CC(=O)I.I



A molecular structure, C2H4IN. Source: OMol25; level of theory: the ωB97M-V functional and the def2-TZVPD basis.

Structure (XYZ):
```
8
Properties=species:S:1:pos:R:3:forces:R:3:lowdin_charge:R:1
C -0.349 0.216 0.205 2.444 7.073 -1.443 -0.77
C 0.615 -0.893 0.067 0.242 -0.484 0.654 -0.24
N 0.278 1.954 -0.077 -5.290 -6.303 0.888 -0.04
I -2.371 -0.160 0.057 0.287 0.070 0.199 0.84
H 0.432 -1.199 -0.975 0.154 -0.567 0.315 0.08
H 0.498 -1.742 0.817 -0.232 0.967 -1.137 0.10
H 1.654 -0.551 0.119 -0.294 0.235 0.058 0.07
H -0.757 2.375 -0.213 2.687 -0.992 0.467 -0.04
```
Positions in Å, forces in eV/Å.

Calculated values
- Energy relative to the best compared isomer or geometry (same formula, charge and spin): 4.644 eV
- Frontier orbital gap (alpha / beta): 7.73 / 7.74 eV
- 2S+1: 1



C2H4INO in the gas phase. Source: OMol25; level of theory: the ωB97M-V functional and the def2-TZVPD basis.

Structure (XYZ):
```
9
Properties=species:S:1:pos:R:3:forces:R:3:lowdin_charge:R:1
C 0.739 0.127 -0.432 -2.705 1.400 2.078 -0.86
C -0.355 -0.226 0.487 -2.868 -1.897 -0.527 -0.15
N 1.253 1.244 -0.377 0.538 1.260 0.594 0.11
O -1.540 -1.250 -0.117 2.806 2.203 1.194 -0.17
I 1.434 -1.490 -1.742 1.767 -2.882 -2.612 0.86
H -0.922 0.649 0.793 -0.041 -0.073 0.038 0.10
H 0.000 -0.799 1.339 0.040 0.042 0.043 0.10
H 2.057 1.495 -0.933 0.471 -0.123 -0.638 0.04
H -1.277 -1.438 -1.023 -0.008 0.069 -0.170 -0.03
```
Positions in Å, forces in eV/Å.

Calculated values
- Energy relative to the best compared isomer or geometry (same formula, charge and spin): 1.304 eV
- Frontier orbital gap (alpha / beta): 6.47 / 5.94 eV
- 2S+1: 3



| no. | F_max (Eh/bohr) |
| --- | --- |
| 1 | 0.13636 |
| 2 | 0.00408 |
| 3 | 0.08615 |
| 4 | 0.07111 |
| 5 | 0.04962 |
| 6 | 0.06235 |
| 7 | 0.05335 |
| 8 | 0.04965 |
| 9 | 0.06666 |
| 10 | 0.05298 |
| 11 | 0.16095 |
| 12 | 0.08308 |